1.
Density functional theory data (wB97M-V/def2-TZVPD) for one molecule with the formula C2H3N3O3 at a distorted geometry.

Last column: Mulliken charge in e.
Cartesian coordinates (Å):
O -2.591850 0.381736 -0.336597  -0.41
O 1.744568 -0.881359 0.315588  -0.29
N 1.160649 1.328778 -0.296600  -0.35
O 0.008956 0.949066 0.502780  -0.20
H 2.993065 0.449775 -0.646362  0.42
H -2.819007 1.049565 0.426493  0.36
N 0.377914 -1.286040 -0.347756  -0.40
C -0.378931 -0.332228 0.150533  0.56
N -1.752816 -0.553619 0.217499  -0.16
C 2.036698 0.325968 -0.207059  0.14
H -1.914283 -1.481160 -0.307145  0.32

Atomic forces in eV per Å
O -1.0 2.9 1.6
O -0.7 0.4 -1.4
N 2.3 -2.5 1.3
O -0.2 -2.1 -1.0
H 0.8 0.2 -0.3
H 0.6 -2.0 -2.1
N 0.4 2.2 2.7
C -0.4 0.5 -1.3
N 1.1 -2.9 -0.7
C -3.0 1.6 -0.1
H 0.0 1.7 1.4

HOMO level   -0.3741 Eh
Structure (SMILES)   ONC1=NOC=NO1
Total charge   0
Kohn-Sham gap   10.6216 eV

***

2.
Density functional theory data (wB97M-V/def2-TZVPD) for one molecule with the formula C2H3N3O3 at a distorted geometry.

Last column: Mulliken charge in e.
Cartesian coordinates (Å):
O 1.310196 -1.314574 1.394570  -0.34
N 0.218382 1.567756 0.040016  -0.40
N -1.704908 1.107196 -1.290611  -0.43
H -2.012797 2.061187 -1.450072  0.24
C -0.592128 0.784389 -0.559151  0.32
H 0.582239 -1.189884 2.087117  0.35
C -0.280708 -0.649213 -0.272977  0.51
O -0.969653 -1.651795 -0.423174  -0.58
O 1.200161 0.820432 0.643438  -0.10
N 0.953793 -0.518813 0.316849  0.18
H -1.928933 0.392160 -2.026738  0.25

Atomic forces in eV per Å
O -1.4 0.4 0.3
N -0.1 0.8 -0.4
N -0.2 -1.2 -0.9
H 0.5 -0.4 0.1
C -0.7 -0.4 -0.7
H 1.2 -0.2 -1.2
C -1.3 -0.5 0.0
O 1.2 1.4 0.1
O -0.1 -0.1 0.2
N 0.8 -1.0 1.2
H 0.1 1.3 1.2

HOMO level   -0.3474 Eh
Structure (SMILES)   Nc1non(O)c1=O
Total charge   0
Kohn-Sham gap   9.5146 eV

***

3.
Density functional theory data (wB97M-V/def2-TZVPD) for one molecule with the formula C2H3N3OS at a distorted geometry.

Last column: Mulliken charge in e.
Cartesian coordinates (Å):
N -0.816861 -1.094298 0.164348  -0.18
N -2.059126 -1.172420 -0.092907  -0.18
C 0.979258 0.707018 0.257384  -0.51
C -0.411180 0.190263 -0.009719  0.58
H 1.152783 1.607187 -0.211182  0.35
H 1.642378 -1.576086 -0.126801  0.17
O -2.464063 0.059446 -0.467728  0.02
H 1.125654 0.832135 1.313629  0.29
N -1.424477 0.886695 -0.409121  -0.32
S 2.275638 -0.439939 -0.417906  -0.22

Atomic forces in eV per Å
N -0.7 -1.4 0.4
N 1.4 -0.2 0.2
C -0.4 -2.8 0.2
C -0.2 0.3 -0.2
H 0.1 2.0 -1.1
H -0.1 -0.1 0.1
O 0.0 0.0 0.0
H 0.0 0.0 0.5
N 0.2 1.6 -0.3
S -0.3 0.5 0.1

HOMO level   -0.3588 Eh
Structure (SMILES)   SCc1nnon1
Total charge   0
Kohn-Sham gap   9.9228 eV

***

4.
Density functional theory data (wB97M-V/def2-TZVPD) for C2H3N3OS as an isolated structure at a distorted geometry.

Last column: Mulliken charge in e.
Cartesian coordinates (Å):
C -0.092219 0.431405 1.667445  -0.07
N -1.794564 -0.926768 0.909177  -0.73
O 1.367973 0.240755 0.121996  -0.24
N 1.046345 0.980950 1.329046  -0.31
H -0.499730 0.934866 2.522542  0.36
N 0.161038 -0.299524 -0.283744  0.16
H -0.586588 -1.643747 -2.196845  0.19
C -0.674898 -0.359883 0.712561  0.55
S 0.066965 0.028282 -1.936883  -0.13
H -2.215934 -0.381422 1.727058  0.21

Atomic forces in eV per Å
C 3.9 5.4 2.4
N -2.0 0.7 0.0
O 0.4 1.7 1.4
N -0.8 -2.8 -0.6
H -0.7 -0.5 0.5
N 2.5 -0.9 -3.4
H 1.5 3.8 0.1
C -3.0 -1.0 1.4
S -2.5 -4.7 -0.7
H 0.6 -1.7 -1.1

HOMO level   -0.3275 Eh
Total charge   0
Kohn-Sham gap   8.1032 eV

***

5.
Density functional theory data (wB97M-V/def2-TZVPD) for one molecule with the formula C2H3N3OS at a distorted geometry.

Last column: Mulliken charge in e.
Cartesian coordinates (Å):
C -0.346893 -0.012615 -0.296216  -0.09
H -0.451982 -0.686435 -2.274693  0.23
O 0.572172 2.144429 0.442809  -0.46
H -1.284746 0.454281 -0.471574  0.41
N 0.090490 -0.269096 -1.563304  -0.48
N 0.474695 0.392791 1.929161  -0.26
S -0.497524 -1.594833 0.830852  0.01
C 0.337274 0.993574 0.694941  0.46
N 0.100194 -0.745645 2.108233  -0.08
H 1.006320 -0.676452 -1.400209  0.26

Atomic forces in eV per Å
C -1.7 -0.7 1.2
H -0.8 -0.4 -0.2
O 0.0 -0.9 0.3
H -1.5 0.1 0.8
N 3.9 0.5 0.2
N 1.4 2.8 2.4
S -0.9 0.9 -1.8
C -0.5 -0.2 -2.4
N 0.1 -1.8 1.1
H 0.0 -0.2 -1.5

HOMO level   -0.3312 Eh
Structure (SMILES)   N[C@H]1SN=NC1=O
Total charge   0
Kohn-Sham gap   8.0446 eV

***

6.
Density functional theory data (wB97M-V/def2-TZVPD) for one molecule with the formula C2H3N3OS at a distorted geometry.

Last column: Mulliken charge in e.
Cartesian coordinates (Å):
C 1.399623 0.035854 0.215270  0.03
H 0.971000 -2.084070 -0.150972  0.43
O -3.594014 0.145750 -0.048146  -0.52
C 0.704568 -1.074554 -0.192984  -0.44
N -0.653701 0.604158 -0.405978  -0.06
S -2.018974 -0.142310 0.717377  0.23
H 0.694368 1.999105 -0.035819  0.20
N 0.543627 1.061601 0.025428  0.02
H 2.478394 0.165902 0.511515  0.37
N -0.524892 -0.711440 -0.635695  -0.26

Atomic forces in eV per Å
C 1.1 -0.4 -0.2
H 0.5 -1.1 -0.1
O 6.2 -0.9 2.7
C 0.5 0.7 0.7
N 0.2 1.0 -1.9
S -6.7 0.7 -1.4
H 0.6 2.9 0.1
N -0.6 -2.5 0.8
H -1.6 -0.1 -0.4
N -0.1 -0.3 -0.3

HOMO level (alpha / beta)   -0.2813 / -0.2815 Eh
Total charge   0
Kohn-Sham gap (alpha / beta)   6.9797 / 6.9836 eV

***

7.
Density functional theory data (wB97M-V/def2-TZVPD) for one molecule with the formula C2H3N3OS at a distorted geometry.

Last column: Mulliken charge in e.
Cartesian coordinates (Å):
S -2.707383 -0.125883 0.059131  -0.31
H 1.478959 1.936219 0.006307  0.40
C 0.696322 1.208235 0.000896  0.02
N -0.598880 1.364063 -0.040392  -0.60
N -0.109533 -0.836441 -0.211308  -0.81
C -1.082212 0.092425 -0.071854  0.46
H 1.983514 -1.514152 0.588846  0.41
N 0.950932 -0.042906 -0.135877  0.79
H -2.796631 -1.503780 -0.269202  0.16
O 2.184912 -0.577784 0.073453  -0.53

Atomic forces in eV per Å
S -3.4 -2.1 -0.3
H 0.1 0.4 0.2
C 0.0 1.6 -0.4
N -1.5 0.5 0.5
N -1.2 0.7 0.8
C 3.6 0.1 -1.0
H 0.6 3.5 -1.9
N 1.6 -2.6 0.2
H 0.4 1.7 0.4
O -0.1 -3.7 1.4

HOMO level   -0.3191 Eh
Structure (SMILES)   On1cnc(S)n1
Total charge   0
Kohn-Sham gap   9.2030 eV

***

8.
Density functional theory data (wB97M-V/def2-TZVPD) for one molecule with the formula C2H3N3OS at a distorted geometry.

Last column: Mulliken charge in e.
Cartesian coordinates (Å):
H -1.855413 -0.389358 -1.182686  0.39
S -1.856407 1.394456 1.130109  -0.08
C 1.192135 -0.244793 -0.213503  0.54
O 0.662997 0.839421 0.461673  -0.28
C -0.887835 -0.227163 -0.766991  0.03
N -0.681251 0.904135 0.026902  0.08
N 0.184022 -0.926818 -0.954030  -0.48
N 2.417633 -0.474791 0.018016  -0.62
H 2.660143 -1.309957 -0.506004  0.28
H -1.836023 0.434869 1.986513  0.14

Atomic forces in eV per Å
H -0.5 -0.2 -0.2
S 0.0 1.9 -1.1
C 0.9 -0.3 0.9
O -1.0 0.0 -0.4
C 2.2 0.2 0.7
N -0.6 -0.5 -0.4
N -0.5 1.0 0.2
N -1.0 -0.4 -0.8
H 0.3 -0.1 0.0
H 0.2 -1.6 1.1

HOMO level   -0.3449 Eh
Structure (SMILES)   [H]/N=c1\ncn(S)o1
Total charge   0
Kohn-Sham gap   9.5260 eV

***

9.
Density functional theory data (wB97M-V/def2-TZVPD) for C2H3N3OS as an isolated structure at a distorted geometry.

Last column: Mulliken charge in e.
Cartesian coordinates (Å):
C 0.845478 -0.181103 0.049371  0.59
N 2.607597 1.324369 0.053606  -0.45
S 3.373604 -0.098260 -0.296349  0.59
H 0.646465 1.975848 -0.048502  0.34
H -0.377072 -1.769248 -0.007017  0.25
O 4.647897 -0.281266 0.361539  -0.52
H -1.176652 -0.218218 0.031935  0.23
C 1.312889 1.124784 0.023968  -0.20
N 2.274884 -1.209151 0.065903  -0.45
N -0.334611 -0.765114 -0.064358  -0.39

Atomic forces in eV per Å
C 5.8 -4.7 0.0
N 0.1 0.2 -0.3
S -0.4 0.3 0.1
H -0.1 0.1 0.1
H -0.1 0.1 0.1
O 0.3 0.0 0.2
H 0.0 -0.2 -0.1
C 0.0 0.9 0.1
N -5.5 3.0 -0.1
N -0.1 0.3 0.1

HOMO level (alpha / beta)   -0.3162 / -0.3160 Eh
Total charge   0
Kohn-Sham gap (alpha / beta)   7.3226 / 7.3143 eV

***

10.
Density functional theory data (wB97M-V/def2-TZVPD) for one molecule with the formula C2H3N3OS at a distorted geometry.

Last column: Mulliken charge in e.
Cartesian coordinates (Å):
S -3.392386 -0.447350 0.026620  0.09
H -1.184312 1.560701 0.567249  0.37
C 0.344675 0.015245 0.118142  -0.42
N -1.070472 -1.681108 -0.219269  -0.65
N -1.731572 -0.548356 -0.073548  0.44
N 0.183491 -1.301477 -0.125975  0.15
C -0.920914 0.514074 0.224493  -0.08
H 0.886320 -1.946595 0.119897  0.26
O -3.759480 1.487994 -0.130939  -0.63
H 1.183254 0.572990 0.109860  0.46

Atomic forces in eV per Å
S -2.9 4.3 -0.6
H -0.4 -1.8 -1.0
C -3.5 -1.0 0.0
N -0.6 1.0 0.0
N 0.8 0.5 1.1
N 0.8 0.8 0.1
C 0.7 1.3 0.0
H 0.6 -1.2 -0.4
O 1.5 -4.9 0.5
H 3.0 1.1 0.3

HOMO level (alpha / beta)   -0.2847 / -0.2847 Eh
Total charge   0
Kohn-Sham gap (alpha / beta)   7.5118 / 7.5133 eV

***

11.
Density functional theory data (wB97M-V/def2-TZVPD) for one molecule with the formula C2H3N3S at a distorted geometry.

Last column: Mulliken charge in e.
Cartesian coordinates (Å):
N 0.523151 1.493942 -0.259247  -0.32
S 2.541819 -0.330195 -0.250033  -0.16
H 0.705875 2.226198 -1.027769  0.28
N 0.005101 -0.069744 -0.716038  0.43
H 0.567048 -1.292033 0.898033  0.53
C 1.402552 0.815464 0.539446  -0.16
N -1.191108 -0.334721 -0.715313  -0.72
H -1.389440 -1.097708 -0.163591  0.26
C 0.888202 -0.564923 0.263604  -0.14

Atomic forces in eV per Å
N 0.3 1.3 -0.1
S 1.6 0.3 -0.5
H 0.5 -1.6 1.5
N -1.4 0.0 -1.3
H -0.8 -2.1 1.6
C -0.3 0.0 -0.8
N -0.4 2.0 -2.6
H -0.6 -2.3 2.1
C 1.3 2.5 0.2

HOMO level (alpha / beta)   -0.3095 / -0.3080 Eh
Total charge   0
Kohn-Sham gap (alpha / beta)   7.7350 / 7.5392 eV

***

12.
Density functional theory data (wB97M-V/def2-TZVPD) for one molecule with the formula C2H3N3S at a distorted geometry.

Last column: Mulliken charge in e.
Cartesian coordinates (Å):
S 2.635559 -0.298591 -0.362419  -0.14
C 1.741367 0.929522 0.686017  -0.57
C 1.076674 -0.519658 0.528831  -0.15
H 0.887349 -1.332905 1.173531  0.49
N 0.652354 1.335258 -0.190513  -0.09
H -1.558343 -0.880652 -0.858507  0.26
N 0.035535 0.170095 -0.211184  0.86
N -1.088674 -0.008941 -0.726401  -0.90
H 0.620473 2.171121 -0.735391  0.24

Atomic forces in eV per Å
S -0.3 -0.4 0.0
C 0.2 -1.4 1.1
C 1.8 1.9 -0.4
H -0.4 -0.6 0.5
N 0.2 -0.5 1.3
H 0.8 -1.2 1.0
N -1.6 0.1 -2.3
N 0.0 2.1 -0.3
H -0.9 -0.1 -0.8

HOMO level (alpha / beta)   -0.2909 / -0.2909 Eh
Total charge   0
Kohn-Sham gap (alpha / beta)   7.2374 / 7.2329 eV

***

Calculated values (kJ/mol) of energy relative to the best compared isomer or geometry (same formula, charge and spin) for the records, taken in order: 463.6 292.6 226.7 596.1 195.8 535.0 221.3 189.3 325.7 486.1 636.7 624.8.